11
Properties=species:S:1:pos:R:3 method="wB97M-V/def2-TZVPD" e_above_lowest_ev=4.899 orbital_gap_ev="8.09 / 8.09" charge=+1
C 0.5767 0.2956 0.3173
C -0.4823 -0.2131 -0.3581
C 0.0230 -1.3105 -1.0985
N 1.3096 -1.4850 -0.9133
N 1.6288 -0.5246 -0.0706
N -1.7839 -0.5304 -0.9058
N -1.3294 -1.5416 -1.5994
O -1.8588 -2.3064 -2.3133
H 0.7136 1.1052 1.0065
H 2.5949 -0.4339 0.2217
H -3.1073 -0.0191 -0.9478

73
Properties=species:S:1:pos:R:3 method="wB97M-V/def2-TZVPD" e_above_lowest_ev=15.151 orbital_gap_ev=6.49 charge=+1
C 1.3893 -5.2294 -0.3368
C 1.8765 -4.4824 -1.4439
C 2.2785 -3.6094 -2.8101
C 0.9502 -3.6025 -3.7705
C 0.1619 -2.1677 -3.8598
C -0.6131 -1.7119 -2.4891
N -0.1291 -1.1258 -1.1814
C 1.3118 -0.8464 -0.8136
C -1.2317 -0.8002 -0.1633
C -2.6168 -1.2841 -0.9456
N -2.1107 -1.8089 -2.2827
C -3.2173 -2.3382 -3.1710
C -3.8667 -3.7685 -2.5990
C -4.5795 -4.8916 -2.0862
H 0.8788 -6.0540 0.3385
H 3.1288 -4.2194 -3.3798
H 2.7266 -2.5561 -2.5678
H 1.3391 -3.8353 -4.8749
H 0.2616 -4.5063 -3.4715
H -0.6851 -2.3080 -4.6894
H 0.8486 -1.2788 -4.1883
H 1.7435 -1.8593 -0.3625
H 1.9882 -0.6001 -1.7432
H 1.4121 -0.0372 0.0431
H -1.1444 -0.3151 0.9052
H -3.7458 -1.2232 -0.5637
H -2.8700 -2.4626 -4.2947
H -4.0905 -1.5532 -3.1484
H -5.3332 -5.7716 -1.7992
C -4.2652 -0.7811 7.1784
C -3.6374 0.3678 6.3957
N -2.4695 -0.0112 5.5904
C -1.7486 1.1427 5.0428
C -2.4806 2.0143 4.0267
C -2.6662 -1.1191 4.6525
C -3.7436 -0.9526 3.5854
H -3.5392 -1.2493 7.8525
H -5.0930 -0.4036 7.7881
H -4.6765 -1.5511 6.5192
H -3.3224 1.1209 7.1357
H -4.4125 0.8371 5.7817
H -0.8040 0.8040 4.5981
H -1.4472 1.7832 5.8812
H -2.5161 1.5431 3.0433
H -1.9429 2.9610 3.9007
H -3.4988 2.2607 4.3379
H -2.8939 -2.0244 5.2287
H -1.7147 -1.3536 4.1588
H -4.6588 -0.5018 3.9752
H -4.0122 -1.9344 3.1787
H -3.3876 -0.3527 2.7466
C 4.9294 4.6723 -4.1080
C 4.0920 4.6000 -2.8352
N 3.1237 3.4966 -2.8058
C 2.1772 3.5904 -1.6893
C 2.7390 3.4676 -0.2761
C 3.6664 2.1571 -3.0451
C 4.7443 1.6555 -2.0893
H 4.2969 4.7664 -4.9979
H 5.5851 5.5487 -4.0693
H 5.5719 3.7952 -4.2277
H 3.5404 5.5512 -2.7640
H 4.7669 4.5642 -1.9743
H 1.3865 2.8403 -1.8186
H 1.6598 4.5552 -1.7637
H 2.9681 2.4314 -0.0224
H 1.9898 3.8085 0.4473
H 3.6344 4.0753 -0.1237
H 4.0720 2.1247 -4.0639
H 2.8462 1.4284 -3.0650
H 5.4824 2.4222 -1.8443
H 5.2838 0.8201 -2.5504
H 4.3126 1.2760 -1.1620

31
Properties=species:S:1:pos:R:3 method="wB97M-V/def2-TZVPD" s_squared=12.19 multiplicity=7 orbital_gap_ev="4.60 / 7.84" charge=+2
I -2.1874 -1.8660 -0.8661
I -2.3077 1.5529 -0.8676
Eu 1.7815 -0.1761 0.0626
P 0.5722 -0.1114 -2.9329
C -0.9404 -0.0997 -3.9756
C 1.4542 1.2839 -3.7394
H 2.4378 -1.5997 -3.3056
H 1.5742 -1.2530 -4.8508
H 0.8637 -2.4098 -3.6616
C 1.4564 -1.4656 -3.7881
H 2.4256 1.4055 -3.2336
H 1.5831 1.0936 -4.8000
H -0.6493 -0.0868 -5.0331
H -1.5366 0.7984 -3.7413
H 0.8468 2.2081 -3.5875
H -1.5406 -0.9939 -3.7600
C -3.2671 -0.2255 -0.1556
O -4.2955 -0.2467 0.4840
Cl 4.1087 -0.0817 -0.9762
C 0.8467 -0.4337 5.0401
N -0.1761 0.2300 4.2501
C -1.4008 0.7019 4.8818
C -0.0046 0.3546 2.9158
O 1.0257 -0.0722 2.3695
H 0.5252 -0.3722 6.0806
H 1.8207 0.0440 4.9279
H 0.9411 -1.5057 4.7640
H -1.5697 1.7776 4.6564
H -2.2842 0.1329 4.5296
H -1.2973 0.5731 5.9555
H -0.8063 0.8435 2.3573

95
Properties=species:S:1:pos:R:3 method="wB97M-V/def2-TZVPD" e_above_lowest_ev=1.050 s_squared=1.18 multiplicity=2 orbital_gap_ev="7.43 / 7.40" charge=+2
Mn -0.1782 0.3863 -0.0198
N -2.0764 0.7131 2.4330
P -2.4183 -0.3693 1.1470
C -4.2001 -0.4632 0.9826
C -4.8242 -0.0735 -0.1969
C -6.2095 -0.0944 -0.2921
C -6.9667 -0.4969 0.7961
C -6.3492 -0.8792 1.9832
C -4.9701 -0.8626 2.0787
C -1.8780 -1.9888 1.7565
C -2.6122 -3.1430 1.4918
C -2.0998 -4.3907 1.8228
C -0.8522 -4.4981 2.4190
C -0.1145 -3.3523 2.6933
C -0.6232 -2.1076 2.3596
P -1.0618 1.9079 1.7232
C -2.2428 2.9527 0.8279
C -2.9844 3.9320 1.4893
C -3.9408 4.6652 0.8061
C -4.1653 4.4347 -0.5458
C -3.4255 3.4722 -1.2185
C -2.4710 2.7399 -0.5287
C -0.4922 2.9138 3.0943
C -1.1310 2.8801 4.3337
C -0.6978 3.7132 5.3554
C 0.3592 4.5852 5.1429
C 0.9907 4.6299 3.9065
C 0.5701 3.7919 2.8871
H -1.7625 0.2765 3.2943
H -4.2373 0.2674 -1.0404
H -6.6949 0.2094 -1.2092
H -8.0459 -0.5094 0.7252
H -6.9460 -1.1900 2.8294
H -4.4950 -1.1629 3.0051
H -3.5874 -3.0738 1.0271
H -2.6842 -5.2786 1.6240
H -0.4624 -5.4712 2.6851
H 0.8500 -3.4303 3.1780
H -0.0378 -1.2242 2.6067
H -2.8175 4.1320 2.5402
H -4.5090 5.4228 1.3274
H -4.9095 5.0130 -1.0760
H -3.5844 3.3033 -2.2751
H -1.8861 2.0030 -1.0841
H -1.9726 2.2200 4.4997
H -1.1925 3.6855 6.3166
H 0.6903 5.2360 5.9405
H 1.8103 5.3157 3.7402
H 1.0564 3.8457 1.9225
Se 2.5528 -6.2944 -2.4826
N 1.0760 -5.3583 -2.8576
C 1.1423 -4.2557 -2.1622
C 0.1188 -3.2033 -2.2232
C -1.0134 -3.2628 -3.0330
C -1.8905 -2.1945 -3.0309
C -1.6178 -1.0933 -2.2270
N -0.5396 -1.0242 -1.4474
C 0.3035 -2.0712 -1.4429
C 1.4362 -1.9478 -0.5325
N 1.4262 -0.8469 0.2401
C 2.4550 -0.6447 1.0636
C 3.5264 -1.5282 1.1492
C 3.5214 -2.6702 0.3702
C 2.4466 -2.8960 -0.4878
C 2.3020 -4.0913 -1.3296
N 3.1786 -5.0584 -1.3514
H -1.1856 -4.1381 -3.6452
H -2.7811 -2.1963 -3.6419
H -2.2764 -0.2348 -2.2120
H 2.4012 0.2327 1.6952
H 4.3383 -1.3189 1.8304
H 4.3279 -3.3905 0.4132
C 2.8547 2.5050 0.0305
As 1.3491 2.0682 -1.1124
C 2.3001 1.5195 -2.7019
C 0.5951 3.8064 -1.6153
C 1.6236 4.8109 -2.0464
C 2.2086 5.6622 -1.1125
C 3.1621 6.5914 -1.5006
C 3.5402 6.6798 -2.8331
C 2.9545 5.8458 -3.7741
C 1.9996 4.9181 -3.3820
H 3.3220 3.4164 -0.3412
H 3.5773 1.6931 -0.0359
H 2.5573 2.6343 1.0659
H 2.9648 2.3262 -3.0097
H 1.6004 1.2918 -3.5042
H 2.8863 0.6292 -2.4747
H 0.0081 4.1635 -0.7659
H -0.1109 3.5863 -2.4201
H 1.9006 5.6152 -0.0730
H 3.6031 7.2529 -0.7679
H 4.2788 7.4078 -3.1385
H 3.2334 5.9236 -4.8158
H 1.5336 4.2834 -4.1274

113
Properties=species:S:1:pos:R:3 method="wB97M-V/def2-TZVPD" orbital_gap_ev=6.71 charge=-1
C 4.6930 -0.3987 0.1619
C 4.4319 0.5850 -0.9790
C 4.4072 0.0248 -2.4157
C 4.4126 -1.4960 -2.6097
C 3.1345 -2.1976 -2.1322
C 2.9890 -3.6139 -2.7063
C 1.8060 -4.4470 -2.1545
C 0.5851 -3.6779 -1.6110
C -0.7481 -4.4348 -1.6737
Ga -2.2571 -3.4514 -0.7934
Cl -1.3025 -2.0993 0.7924
C -3.2531 -2.2513 -2.0901
C -3.1209 -0.7273 -2.0677
C -3.9021 -0.0426 -0.9361
Br -2.8374 1.0318 0.2878
H 5.4136 -1.1660 -0.1452
H 3.7881 -0.9000 0.5228
H 5.1210 0.1411 1.0201
H 3.4837 1.1073 -0.7759
H 5.1963 1.3702 -0.9692
H 3.5144 0.4089 -2.9348
H 5.2674 0.4446 -2.9621
H 5.2943 -1.9477 -2.1180
H 4.5505 -1.6800 -3.6870
H 3.1262 -2.2478 -1.0326
H 2.2602 -1.5884 -2.4101
H 3.9278 -4.1509 -2.4813
H 2.9422 -3.5567 -3.8065
H 2.1968 -5.0774 -1.3377
H 1.4473 -5.1475 -2.9264
H 0.7803 -3.4051 -0.5651
H 0.4857 -2.7198 -2.1490
H -1.0314 -4.5784 -2.7344
H -0.6503 -5.4376 -1.2296
H -3.2874 -4.4345 -0.0401
H -4.3230 -2.4881 -1.9767
H -2.9662 -2.6015 -3.0952
H -2.0656 -0.4182 -2.0284
H -3.5251 -0.3063 -3.0054
H -4.4233 -0.7595 -0.2932
H -4.6170 0.6961 -1.3195
Br 3.5373 -2.6908 5.0282
C 2.2967 -1.8494 3.7774
C 1.7394 -2.8318 2.7855
Br 3.0807 -3.3419 1.4727
H 2.8541 -1.0564 3.2874
H 1.5068 -1.4181 4.3860
H 0.9071 -2.4074 2.2231
H 1.4186 -3.7520 3.2635
Br 5.5648 3.8535 -2.4338
C 4.3455 4.6726 -3.7021
C 2.9471 4.7798 -3.1515
Br 2.0517 3.0596 -3.0860
H 4.3725 4.0527 -4.5932
H 4.7427 5.6604 -3.9233
H 2.3342 5.4145 -3.7880
H 2.9449 5.1645 -2.1362
Br -4.6887 4.8534 2.6905
C -5.7139 3.3644 3.4193
C -5.8964 2.2459 2.4379
Br -7.2204 2.6788 1.0772
H -6.6648 3.7732 3.7462
H -5.1573 3.0084 4.2836
H -6.2859 1.3673 2.9443
H -4.9774 2.0048 1.9029
Br 6.7192 -4.4805 -4.0381
C 7.7641 -3.2892 -5.1550
C 7.1535 -1.9156 -5.2512
Br 5.5624 -1.8855 -6.3586
H 7.8360 -3.7618 -6.1299
H 8.7500 -3.2254 -4.7003
H 7.8568 -1.2220 -5.7062
H 6.8461 -1.5459 -4.2760
Br 8.2674 -0.7858 -1.0553
C 9.0623 -0.9278 0.7084
C 8.0796 -0.5633 1.7919
Br 7.7677 1.3521 1.8680
H 9.9277 -0.2727 0.7156
H 9.3784 -1.9626 0.8172
H 8.4697 -0.8469 2.7664
H 7.1099 -1.0258 1.6314
Br -0.1736 2.6064 6.0369
C -1.4530 2.6226 4.5703
C -2.0354 1.2624 4.3030
Br -0.7949 0.0827 3.4118
H -0.9197 3.0028 3.7042
H -2.2300 3.3222 4.8596
H -2.8831 1.3533 3.6238
H -2.3486 0.7706 5.2182
Br -4.3572 4.7663 -1.7910
C -2.9798 3.5800 -2.4767
C -1.6112 4.1861 -2.3606
Br -1.2912 5.5867 -3.6779
H -3.2475 3.3452 -3.5023
H -3.0195 2.6901 -1.8568
H -0.8443 3.4352 -2.5320
H -1.4639 4.6474 -1.3890
Br -6.9092 -1.3023 2.7962
C -7.9224 -1.0989 1.1477
C -8.6004 -2.3869 0.7594
Br -7.2968 -3.6805 0.1476
H -7.2070 -0.7797 0.3962
H -8.6433 -0.3037 1.3212
H -9.3018 -2.2080 -0.0532
H -9.1177 -2.8335 1.6037
Br -7.7424 1.9231 6.2285
C -8.2519 3.6725 6.8941
C -9.5507 4.1463 6.2933
Br -9.3440 4.6675 4.4345
H -7.4350 4.3455 6.6504
H -8.3415 3.5778 7.9736
H -9.9116 5.0255 6.8217
H -10.3060 3.3669 6.3115

9
Properties=species:S:1:pos:R:3 method="wB97M-V/def2-TZVPD" e_above_lowest_ev=10.589 orbital_gap_ev="5.28 / 4.80"
C -3.2528 -0.8675 0.0374
C -2.0729 -0.9692 0.1562
C 1.1647 1.0729 0.0390
N 2.4883 1.0781 0.0068
N 2.8523 -0.1737 -0.0847
N 1.8264 -0.9412 -0.1106
N 0.7603 -0.1931 -0.0361
H -4.2977 -0.9319 -0.1266
H 0.5315 1.9256 0.1185

81
Properties=species:S:1:pos:R:3 method="wB97M-V/def2-TZVPD" orbital_gap_ev=9.33 charge=+1
C 0.6874 -2.7454 2.4940
C -0.6703 -2.1024 2.8173
C -1.0392 -1.0156 1.8439
Br -1.4269 -1.7000 0.0537
C -2.1916 -0.1469 2.3722
C -2.6748 0.8847 1.3444
N -3.8101 0.4100 0.4889
C -4.8562 -0.2308 1.3431
C -4.2249 -1.3870 2.0840
C -5.3061 -2.0738 2.9186
C -5.4013 -3.5983 2.7220
N -5.3420 -4.0978 1.3462
O -3.2322 -0.8855 2.9755
H 1.1428 -3.0878 3.4132
H 1.3337 -2.0163 2.0233
H 0.5449 -3.5905 1.8345
H -1.4332 -2.8666 2.8933
H -0.5747 -1.6173 3.7843
H -0.1692 -0.3798 1.7335
H -1.7474 0.4308 3.1758
H -1.8612 1.1877 0.7005
H -3.0208 1.7716 1.8581
H -3.5082 -0.1890 -0.2849
H -4.2242 1.2375 0.0539
H -5.1895 0.5172 2.0491
H -5.6816 -0.6130 0.7570
H -3.8117 -2.0971 1.3762
H -5.0409 -1.8964 3.9545
H -6.2745 -1.6040 2.7740
H -4.6648 -4.0834 3.3492
H -6.3646 -3.8962 3.1221
H -4.3739 -4.2116 1.0624
H -5.7337 -3.4228 0.6957
C -8.3453 -1.8430 -2.9521
O -7.0671 -1.8250 -3.6036
C -6.0625 -1.4088 -2.8566
O -6.1240 -1.0511 -1.6990
O -4.9398 -1.4491 -3.5825
C -3.8129 -1.0121 -2.8426
H -9.0578 -2.2034 -3.6866
H -8.3309 -2.5196 -2.1004
H -8.6275 -0.8413 -2.6357
H -3.6568 -1.6649 -1.9814
H -3.9433 0.0234 -2.5209
H -2.9448 -1.0722 -3.4923
C 1.1704 2.5940 -0.0443
O 2.5649 2.5859 -0.3107
C 3.2155 1.5640 0.2577
O 2.7060 0.7118 0.9444
O 4.4956 1.6493 -0.0737
C 5.3263 0.6093 0.4630
H 0.7471 3.4561 -0.5520
H 0.7117 1.6844 -0.4360
H 0.9860 2.6816 1.0268
H 5.0056 -0.3644 0.0989
H 5.3140 0.6314 1.5503
H 6.3382 0.7987 0.1190
C 7.9531 2.8960 2.4801
O 8.4267 1.5789 2.1918
C 9.7593 1.4610 2.2210
O 10.5368 2.3454 2.4614
O 10.0679 0.1962 1.9364
C 11.4725 -0.0796 1.9316
H 6.8683 2.8594 2.4207
H 8.2457 3.2036 3.4819
H 8.3243 3.6083 1.7459
H 11.9039 0.1107 2.9120
H 11.9784 0.5192 1.1772
H 11.5783 -1.1325 1.6884
C 2.9313 2.2318 -3.3086
O 2.6794 2.1195 -4.7103
C 1.4478 2.4749 -5.0716
O 0.5716 2.8434 -4.3267
O 1.3474 2.3460 -6.3923
C 0.0711 2.6976 -6.9318
H 3.9533 1.9056 -3.1402
H 2.8284 3.2628 -2.9793
H 2.2540 1.5891 -2.7493
H -0.1573 3.7420 -6.7292
H -0.7083 2.0567 -6.5238
H 0.1384 2.5449 -8.0045

21
Properties=species:S:1:pos:R:3 method="wB97M-V/def2-TZVPD" e_above_lowest_ev=6.288 orbital_gap_ev=8.21 charge=+1
C -3.8618 -0.7501 -0.5913
C -2.6652 1.2232 0.5510
C -1.8026 0.0003 0.6428
C 3.5227 0.6515 -0.6038
C 2.8360 -0.1871 0.4146
C 1.5325 -0.7886 -0.0465
N -0.5643 -0.0495 -0.0628
N 0.4376 -0.3968 0.5632
N -3.0387 -0.0114 -0.0534
H -3.6479 -1.7432 -1.0098
H -4.8558 -0.4450 -0.9309
H -3.4772 1.4418 1.2720
H -2.3991 1.9643 -0.2556
H -2.0674 -0.5136 1.6255
H 3.6251 0.0716 -1.4907
H 2.9131 1.5260 -0.8312
H 4.4671 1.0395 -0.2088
H 2.4983 0.5501 1.2152
H 3.5973 -0.9574 0.6889
H 1.5555 -0.7487 -1.1425
H 1.3947 -1.8769 0.2542

12
Properties=species:S:1:pos:R:3 method="wB97M-V/def2-TZVPD" e_above_lowest_ev=3.315 orbital_gap_ev=8.58
C -0.6814 1.4133 0.1739
C -0.4698 -1.3997 0.2153
N 2.3886 0.2755 -0.0216
P 0.2744 0.0798 -0.4216
H -1.1224 1.7170 -0.7493
H -1.3375 1.2613 1.0225
H 0.0911 2.1254 0.3841
H 0.1125 -1.4837 1.0750
H -1.4212 -1.1349 0.4748
H -0.3350 -2.1997 -0.5324
H 2.8192 -0.6319 0.0097
H -0.3184 -0.0223 -1.6305